[1]
Here is a structure of composition C12H22N3OPb2 at a distorted geometry from the OMol25 dataset. Energies are from ωB97M-V/def2-TZVPD.

Cartesian coordinates (Å):
Pb (4.32125, 1.19677, -2.14948)
Pb (4.99650, -2.01006, 1.80596)
O (2.66400, 0.45997, 0.98405)
H (2.01818, 0.87753, 1.58661)
C (1.25827, 6.94755, 5.28504)
C (1.10696, 5.35183, 5.33277)
C (1.75816, 4.56075, 4.20764)
C (1.54620, 4.91672, 2.84602)
N (1.39731, 5.19885, 1.70082)
H (0.74381, 7.37350, 6.14644)
H (0.81983, 7.47089, 4.43534)
H (2.33042, 7.14082, 5.31981)
H (0.04142, 5.13480, 5.25801)
H (1.43329, 4.92450, 6.28092)
H (1.50585, 3.50167, 4.15501)
H (2.84292, 4.65951, 4.24835)
C (-0.13361, -2.46126, -6.11934)
C (0.47314, -3.94987, -5.91879)
C (0.45682, -4.44270, -4.38534)
C (1.37198, -3.64715, -3.49713)
N (2.03889, -3.00865, -2.78965)
H (0.54779, -1.66958, -5.80779)
H (-1.13926, -2.41784, -5.70115)
H (-0.26593, -2.29364, -7.18822)
H (1.44299, -4.11629, -6.38761)
H (-0.29165, -4.58654, -6.36361)
H (0.83948, -5.46145, -4.44707)
H (-0.46914, -4.33136, -3.82115)
C (-4.21048, -2.07081, -0.28919)
C (-3.11806, -2.94157, 0.43974)
C (-1.84086, -2.12370, 0.65827)
C (-2.04785, -0.90382, 1.44842)
N (-2.19481, 0.04215, 2.08362)
H (-4.51998, -1.14486, 0.19551)
H (-5.05151, -2.73568, -0.48595)
H (-3.92841, -1.73632, -1.28751)
H (-2.91671, -3.76228, -0.24872)
H (-3.37310, -3.33642, 1.42319)
H (-1.25379, -1.83830, -0.21466)
H (-1.20026, -2.76762, 1.26083)

Calculated values
**Relative energy (zero: lowest compared OMol25 entry of this formula, charge and spin)**: 8.0755 eV
**Highest occupied orbital energy**: -16.51 eV
**Total energy**: -1094.18616 hartree
**Orbital gap**: 0.0712 Ha
**2S+1**: 1
**Net charge**: +3

[2]
Here is the molecule C3H9ClNP at a distorted geometry from the OMol25 dataset. Energies are from ωB97M-V/def2-TZVPD.

Cartesian coordinates (Å):
C (-1.45199, 0.49233, -0.02688)
C (-0.18155, -0.33625, -0.20022)
C (-0.39604, -1.76969, 0.27230)
P (1.14881, 0.49200, 0.82223)
N (1.24127, 1.90437, -0.07613)
Cl (2.91715, -0.55642, -0.00006)
H (-2.27426, 0.04652, -0.58126)
H (-1.73176, 0.53614, 1.02529)
H (-1.30281, 1.51080, -0.37962)
H (0.12444, -0.33469, -1.25395)
H (-1.21369, -2.23172, -0.28020)
H (-0.64547, -1.78339, 1.33326)
H (0.50379, -2.36192, 0.12422)
H (1.86716, 2.60905, 0.29447)
H (1.39496, 1.78289, -1.07346)

Calculated values
**Relative energy (zero: lowest compared OMol25 entry of this formula, charge and spin)**: 0.0000 eV
**SMILES string**: CC(C)P(N)Cl
**Highest occupied orbital energy**: -9.47 eV
**Total energy**: -976.05080 hartree
**Orbital gap**: 0.3828 Ha
**2S+1**: 1
**Net charge**: 0